Record 1
Formula: C3H6OS2
Source: OMol25
Level of theory: ωB97M-V/def2-TZVPD

Atoms and positions in Å:
C: 1.042 0.896 -0.156
C: -1.229 0.714 -0.011
C: 0.143 -1.610 0.085
H: 1.071 1.034 0.944
H: 1.814 1.551 -0.634
H: -1.077 0.855 1.016
H: -2.062 1.281 -0.395
H: 0.196 -2.740 -0.030
H: 0.107 -1.418 1.137
O: -0.178 1.168 -0.764
S: -1.455 -0.968 -0.622
S: 1.627 -0.761 -0.571

Atomic forces in eV per Å
1.71 0.45 -0.79
-1.08 -0.74 -2.66
-0.32 -0.84 -0.77
-0.36 0.07 -0.50
-0.67 -0.34 0.58
0.06 -0.12 1.63
-0.71 0.05 0.40
0.01 1.55 -0.20
-0.06 0.07 0.73
1.72 1.96 0.41
0.13 -1.29 1.05
-0.43 -0.81 0.13

Its SMILES is C1OCSCS1. Its energy above the lowest of the compared OMol25 structures with the same formula, charge and spin is 129.9 kJ/mol. Its total charge is 0. As for the orbital gap: 0.3534 Eh. The LUMO energy is 0.85 eV. The total energy comes out at -989.47907 a.u.

Partial charges, Mulliken, in e:
1 C -0.36
2 C -0.49
3 C -0.53
4 H 0.34
5 H 0.27
6 H 0.44
7 H 0.25
8 H 0.32
9 H 0.28
10 O -0.32
11 S -0.09
12 S -0.10

=====

Record 2
Formula: C3H6OS2
Source: OMol25
Level of theory: ωB97M-V/def2-TZVPD

Atoms and positions in Å:
C: 1.180 0.333 -0.480
C: 0.943 0.220 0.999
C: 0.203 -0.604 0.023
O: -2.685 -1.803 0.434
S: -1.982 1.829 -0.060
S: -1.557 -0.095 -0.417
H: 0.729 1.305 -0.781
H: 2.041 -0.032 -1.037
H: 1.540 -0.252 1.731
H: 0.344 1.123 1.321
H: 0.635 -1.624 0.075
H: -1.392 -0.399 -1.808

Atomic forces in eV per Å
0.83 1.97 -0.70
-1.82 2.28 0.00
-0.57 -0.82 0.31
1.98 3.15 -1.66
0.62 -1.80 -0.44
-0.99 -3.41 0.95
0.74 -0.77 -0.34
-0.13 0.21 0.30
0.65 -0.42 0.44
0.97 -1.10 0.10
-1.80 0.17 -0.51
-0.49 0.55 1.54

Its energy above the lowest of the compared OMol25 structures with the same formula, charge and spin is 718.0 kJ/mol. Its total charge is 0. As for the orbital gap (alpha / beta): 0.2957 / 0.2938 Eh. The LUMO energy (alpha / beta) is -1.55 / -1.59 eV. The total energy comes out at -989.25507 a.u.

Partial charges, Mulliken, in e:
1 C -0.50
2 C -0.48
3 C -0.02
4 O -0.49
5 S -0.27
6 S 0.20
7 H 0.21
8 H 0.29
9 H 0.29
10 H 0.14
11 H 0.37
12 H 0.25

=====

Record 3
Formula: C3H6P2
Source: OMol25
Level of theory: ωB97M-V/def2-TZVPD

Atoms and positions in Å:
C: -1.718 -0.312 -0.453
C: 0.390 0.607 0.146
C: -0.583 -0.552 0.428
P: -3.437 -0.823 0.034
P: -2.769 1.114 0.031
H: -1.575 -0.374 -1.715
H: 0.413 0.867 -0.871
H: 1.403 0.400 0.347
H: 0.130 1.499 0.674
H: -0.954 -0.317 1.466
H: -0.033 -1.417 0.195

Atomic forces in eV per Å
-1.74 -0.32 -4.42
-0.11 -0.15 0.47
0.90 2.84 0.77
0.34 1.42 0.10
-1.10 -1.07 -0.04
0.15 0.03 3.72
-0.30 0.27 -1.64
1.30 -0.51 0.78
-0.27 0.61 0.47
0.61 -1.44 -0.67
0.21 -1.68 0.47

Its energy above the lowest of the compared OMol25 structures with the same formula, charge and spin is 93.0 kJ/mol. Its total charge is 0. As for the orbital gap: 0.2931 Eh. The LUMO energy is -0.89 eV. The total energy comes out at -800.52788 a.u.

Partial charges, Mulliken, in e:
1 C -0.26
2 C -1.28
3 C -0.37
4 P -0.07
5 P -0.08
6 H 0.35
7 H 0.37
8 H 0.39
9 H 0.36
10 H 0.25
11 H 0.34

=====

Record 4
Formula: C3H6P4
Source: OMol25
Level of theory: ωB97M-V/def2-TZVPD

Atoms and positions in Å:
C: 0.278 -1.162 1.504
C: -0.143 0.231 1.279
C: 0.819 -0.920 -1.403
P: 0.348 -2.636 1.963
P: -1.835 0.120 0.194
P: -1.436 0.975 -3.205
P: -0.616 -0.068 -1.643
H: -0.228 0.706 2.150
H: 0.394 0.803 0.606
H: 1.233 -1.197 -0.539
H: 1.381 -1.029 -2.354
H: -2.213 -1.221 0.369
H: -0.370 0.460 -4.016

Atomic forces in eV per Å
-0.47 0.04 0.76
-1.87 -4.03 -2.97
-2.21 2.01 -5.18
0.33 0.51 -0.24
1.08 1.15 0.55
0.32 -0.53 0.01
0.71 -0.94 0.76
-0.83 1.99 3.52
1.69 0.96 -1.10
1.20 -1.18 3.05
-0.16 0.03 0.83
0.40 -0.24 -0.02
-0.18 0.22 0.04

Its energy above the lowest of the compared OMol25 structures with the same formula, charge and spin is 172.7 kJ/mol. Its total charge is 0. As for the orbital gap: 0.2717 Eh. The LUMO energy is -0.25 eV. The total energy comes out at -1483.14639 a.u.

Partial charges, Mulliken, in e:
1 C 0.22
2 C -0.87
3 C -0.72
4 P -0.27
5 P -0.04
6 P -0.13
7 P 0.32
8 H 0.46
9 H 0.42
10 H 0.30
11 H 0.23
12 H 0.10
13 H -0.01

=====

Record 5
Formula: C3H6S2
Source: OMol25
Level of theory: ωB97M-V/def2-TZVPD

Atoms and positions in Å:
C: 0.662 1.374 -0.120
C: 0.670 -0.228 0.227
C: -0.576 -1.008 0.787
H: 0.159 2.096 0.740
H: -0.141 1.692 -1.069
H: 1.736 1.900 -0.478
H: -0.916 -0.603 1.714
H: -0.223 -2.209 0.668
H: -1.037 -0.972 -1.774
S: 1.713 -1.325 -0.331
S: -2.048 -0.717 -0.364

Atomic forces in eV per Å
-1.02 2.36 -0.79
-1.45 0.82 -1.12
0.79 -1.35 -2.44
1.53 -2.21 -1.81
2.33 -1.60 2.61
-2.87 -2.03 1.25
-0.20 -0.23 0.98
-1.38 3.56 1.08
-2.52 0.54 3.24
1.43 0.89 -0.37
3.37 -0.74 -2.64

Its energy above the lowest of the compared OMol25 structures with the same formula, charge and spin is 395.3 kJ/mol. Its total charge is 0. As for the orbital gap: 0.3009 Eh. The LUMO energy is -0.55 eV. The total energy comes out at -914.12510 a.u.

Partial charges, Mulliken, in e:
1 C -0.80
2 C 0.21
3 C -0.54
4 H 0.26
5 H 0.23
6 H 0.28
7 H 0.36
8 H 0.32
9 H 0.15
10 S -0.24
11 S -0.23

=====

Record 6
Formula: C3H6S2
Source: OMol25
Level of theory: ωB97M-V/def2-TZVPD

Atoms and positions in Å:
C: 1.597 0.450 0.482
C: 1.153 0.730 -0.909
C: 1.119 -0.599 -0.130
S: -2.803 0.050 0.720
S: 0.255 -2.059 -0.203
H: 2.311 0.861 1.239
H: -3.904 0.877 1.252
H: 0.369 1.349 -1.223
H: 1.987 0.685 -1.548
H: -2.524 -0.350 1.882
H: 0.439 -1.994 -1.561

Atomic forces in eV per Å
1.33 -0.28 1.08
1.74 -1.77 0.63
-1.00 2.40 0.82
-2.55 2.30 -1.39
0.56 -0.33 -1.13
-1.33 -0.50 -0.56
1.93 -1.43 -0.99
-1.42 0.69 0.11
0.65 0.44 -1.56
0.65 -0.87 2.35
-0.56 -0.66 0.64

Its SMILES is SC1=CC1.S. Its energy above the lowest of the compared OMol25 structures with the same formula, charge and spin is 354.8 kJ/mol. Its total charge is 0. As for the orbital gap: 0.3366 Eh. The LUMO energy is 0.67 eV. The total energy comes out at -914.14055 a.u.

Partial charges, Mulliken, in e:
1 C -0.15
2 C -0.67
3 C 0.06
4 S -0.27
5 S -0.20
6 H 0.30
7 H 0.16
8 H 0.28
9 H 0.22
10 H 0.12
11 H 0.15

=====

total charge of number 5 (C3H6S2)? 0